{
  "formula": "C9H8N2S2",
  "method": "ωB97M-V/def2-TZVPD",
  "species": ["C", "C", "C", "C", "N", "C", "C", "C", "C", "S", "C", "N", "S", "H", "H", "H", "H", "H", "H", "H", "H"],
  "xyz": [[2.51491, -0.90359, -1.00963], [1.57656, -0.46208, 0.00860], [0.49202, -0.99756, 0.62423], [0.09882, -2.34450, 0.59323], [-0.07008, -3.49638, 0.56173], [-0.36733, 0.02867, 1.44460], [-1.64809, 0.36207, 0.71760], [-1.82139, 1.15466, -0.42652], [-3.02430, 1.01789, -1.03296], [-4.08594, 0.09129, -0.02515], [-2.78469, -0.35372, 1.00367], [0.48600, 1.24010, 1.50301], [1.65672, 1.26713, 0.34075], [2.38216, -1.89087, -1.22284], [3.47856, -0.94310, -0.67788], [2.65736, -0.32475, -1.94800], [-0.67202, -0.49637, 2.31370], [-0.93766, 1.66243, -0.73879], [-3.49045, 1.36573, -1.93043], [-2.77102, -1.07465, 1.76963], [0.06337, 2.15934, 1.66485]],
  "homo_ha": -0.28682,
  "smiles": "CC1=C(C#N)[C@H](c2ccsc2)NS1",
  "e_tot_ha": -1253.5528,
  "e_above_lowest_kcal_mol": 21.5,
  "gap_ha": 0.3009,
  "lumo_ev": 0.38,
  "largest_force_ev_per_a": 3.2
}

{
  "formula": "C13H30N5O2",
  "method": "ωB97M-V/def2-TZVPD",
  "species": ["C", "C", "C", "C", "C", "C", "C", "C", "C", "N", "N", "N", "C", "C", "O", "N", "C", "C", "N", "H", "H", "H", "H", "H", "H", "H", "H", "H", "H", "H", "H", "H", "H", "H", "H", "H", "H", "H", "H", "H", "H", "H", "H", "H", "H", "H", "H", "H", "O", "H"],
  "xyz": [[-1.69737, 4.47550, 0.90104], [-3.33082, 4.17258, 0.94194], [-3.70350, 2.60299, 1.25964], [-3.06324, 1.53328, 0.15673], [-2.27106, 0.26283, 0.89585], [-0.63962, 0.42426, 0.82100], [0.09976, -0.58118, -0.25684], [1.60305, -0.18564, -0.77649], [2.79854, -0.37784, 0.32641], [3.68433, 0.88076, 0.21994], [3.71914, -1.55287, 0.08286], [2.34526, -0.44884, 1.76676], [-0.79967, -0.28489, -1.63566], [-1.85421, -1.49349, -2.00608], [-2.79704, -1.50182, -2.97673], [-1.48589, -2.55497, -0.99329], [-0.32166, -2.15559, -0.06721], [0.75894, -3.34680, -0.38488], [1.28991, -3.31322, -1.83269], [-1.10463, 3.88957, 1.72396], [-1.23798, 4.15110, -0.15114], [-1.54253, 5.64753, 0.98163], [-3.73555, 4.80528, 1.86948], [-3.85361, 4.59887, -0.04062], [-4.88331, 2.44439, 1.18360], [-3.37138, 2.36358, 2.35630], [-2.35781, 2.17284, -0.52902], [-3.88851, 1.05760, -0.53259], [-2.68039, -0.78623, 0.56258], [-2.55858, 0.36420, 2.05011], [-0.30479, 1.55503, 0.68372], [-0.22974, 0.11589, 1.89903], [1.58970, 0.96592, -1.08320], [1.94888, -0.75786, -1.75545], [4.21872, 0.80578, -0.68011], [4.41840, 0.76075, 0.97296], [3.51130, -2.37081, 0.69651], [3.80031, -1.80941, -0.92526], [2.01653, 0.46771, 2.14137], [1.67704, -1.22864, 1.95090], [-0.04017, -0.35943, -2.55356], [-1.18659, 0.83354, -1.78806], [-1.33683, -3.40972, -1.57499], [-0.75180, -2.48558, 0.99473], [0.15480, -4.37345, -0.30754], [1.62987, -3.43343, 0.39425], [2.32233, -3.14677, -1.80804], [1.17201, -4.30260, -2.18839], [6.52645, -2.63383, -0.73673], [5.74301, -2.45686, -0.24875]],
  "homo_ha": -0.08429,
  "e_tot_ha": -937.3285,
  "total_charge": -1,
  "gap_ha": 0.1735,
  "lumo_ev": 2.43,
  "largest_force_ev_per_a": 8.4
}

{
  "formula": "C4H13N2S",
  "method": "ωB97M-V/def2-TZVPD",
  "species": ["C", "C", "N", "N", "H", "H", "H", "H", "H", "H", "H", "C", "C", "S", "H", "H", "H", "H", "H", "H"],
  "xyz": [[-0.69397, 1.68073, -1.19604], [0.37395, 1.50150, -0.39617], [1.23430, 2.51571, -0.14433], [-1.43515, 0.45907, -1.58628], [-1.03196, 2.58952, -1.68418], [0.67712, 0.55309, 0.02790], [2.10069, 2.34361, 0.25615], [1.06594, 3.35778, -0.59713], [-1.46122, 0.23251, -2.60895], [-2.41993, 0.42980, -1.33689], [-0.96443, -0.35143, -1.11193], [-0.56376, -1.23851, 1.43518], [0.90474, -1.62561, 1.29028], [1.13543, -3.32360, 0.64056], [-1.09248, -1.93591, 2.07980], [-1.14591, -1.16917, 0.47843], [-0.65154, -0.22221, 1.85374], [1.59391, -0.88479, 0.97100], [1.22466, -1.86541, 2.33637], [1.14962, -3.04666, -0.70749]],
  "homo_ha": -0.44836,
  "e_tot_ha": -667.6070,
  "total_charge": 1,
  "e_above_lowest_kcal_mol": 45.7,
  "gap_ha": 0.3195,
  "lumo_ev": -3.51,
  "largest_force_ev_per_a": 3.2
}

{
  "formula": "C11H59N3O20",
  "method": "ωB97M-V/def2-TZVPD",
  "species": ["C", "C", "O", "C", "C", "N", "C", "C", "C", "C", "N", "O", "C", "C", "C", "N", "H", "H", "H", "H", "H", "H", "H", "H", "H", "H", "H", "H", "H", "H", "H", "H", "H", "H", "H", "H", "H", "H", "H", "O", "H", "H", "O", "H", "H", "O", "H", "H", "O", "H", "H", "O", "H", "H", "O", "H", "H", "O", "H", "H", "O", "H", "H", "O", "H", "H", "O", "H", "H", "O", "H", "H", "O", "H", "H", "O", "H", "H", "O", "H", "H", "O", "H", "H", "O", "H", "H", "O", "H", "H", "O", "H", "H"],
  "xyz": [[3.81627, 0.12652, 0.00927], [4.29744, -0.61801, -1.38341], [3.23072, -1.35730, -2.07847], [2.79208, -2.54509, -1.32966], [1.38837, -3.16125, -1.96324], [1.55008, -3.53012, -3.43844], [0.05670, -2.25977, -1.64278], [-0.68814, -2.69107, -0.21019], [-2.16252, -1.97550, -0.01643], [-2.39800, -0.33951, 0.17315], [-3.29714, -2.77728, 0.03413], [0.28794, -0.81024, -1.55025], [-0.30423, -0.07424, -2.67922], [-0.07866, 1.54515, -2.32527], [-0.84633, 2.55608, -3.36350], [-0.10491, 3.33016, -4.25985], [4.46836, 1.04807, 0.31703], [2.64842, 0.36185, 0.02387], [3.96782, -0.68124, 0.87548], [4.61748, 0.26457, -2.12148], [5.28433, -1.24478, -1.20488], [2.58240, -2.36704, -0.19119], [3.63725, -3.38752, -1.37382], [1.22714, -4.20016, -1.40036], [2.17868, -2.86126, -3.93481], [0.62753, -3.64890, -3.91200], [-0.74156, -2.48969, -2.49769], [0.01853, -2.26311, 0.64994], [-0.73050, -3.86867, -0.11613], [-3.25689, -0.12658, 0.96435], [-2.66282, 0.13256, -0.88190], [-1.36476, 0.10323, 0.49567], [-4.10360, -2.09333, 0.16103], [-1.44759, -0.30757, -2.79729], [0.30999, -0.27296, -3.67932], [-0.46121, 1.74728, -1.21793], [1.08805, 1.78159, -2.31921], [-2.03077, 2.66628, -3.36123], [-0.76195, 3.91555, -4.83787], [-0.23441, 2.75206, 0.82497], [0.61575, 2.70954, 1.28800], [-0.69214, 3.49626, 1.24407], [-5.98226, -4.76478, -1.00887], [-6.88748, -4.57762, -0.71811], [-5.44107, -4.13544, -0.50883], [3.67200, -5.45493, 0.10013], [4.49130, -5.66150, 0.57454], [3.87428, -5.67304, -0.82210], [0.55299, 5.19531, 2.18262], [0.65018, 5.80314, 1.43424], [0.93441, 5.68084, 2.92946], [4.53244, -0.10837, -5.13055], [5.07222, -0.91130, -5.18452], [4.23291, -0.08929, -4.20919], [6.15506, -2.05307, 1.21441], [5.71558, -2.76059, 1.70965], [6.46694, -1.44529, 1.90167], [-4.08267, 2.42234, -3.08814], [-4.38415, 2.95731, -3.83773], [-4.69561, 1.67193, -3.07471], [1.83244, 5.43181, 5.22734], [2.37222, 4.62888, 5.17337], [1.53291, 5.45089, 6.14870], [-0.48267, -3.24338, 3.31900], [-0.78415, -2.70840, 2.56941], [-1.09561, -3.99379, 3.33243], [-2.02800, 5.45819, 0.46834], [-1.20870, 5.25161, 0.94275], [-1.82572, 5.24008, -0.45388], [-7.82777, -7.13302, 0.22165], [-8.19288, -7.77374, -0.40696], [-7.04177, -6.78683, -0.22705], [4.44489, 5.03359, 5.79553], [3.95728, 5.86053, 5.66368], [5.11918, 5.04606, 5.09971], [-3.15242, 4.40894, 2.89215], [-3.05523, 5.01677, 2.14378], [-2.77100, 4.89447, 3.63899], [-5.02845, 2.20386, 4.04757], [-4.56341, 2.77766, 3.42030], [-4.78678, 1.30789, 3.76859], [4.66682, 3.06131, -0.66207], [4.30171, 2.42060, -1.29069], [5.45282, 3.40751, -1.11078], [-3.32589, -0.37206, 4.25952], [-2.44716, -0.65542, 3.96539], [-3.20559, -0.17596, 5.20083], [-0.63439, -4.52055, -5.36192], [-1.55063, -4.62025, -5.06268], [-0.49363, -5.28332, -5.94275], [-1.48807, 2.63377, 4.83960], [-1.78956, 3.16874, 4.09001], [-2.10101, 1.88336, 4.85303]],
  "homo_ha": -0.31802,
  "e_tot_ha": -2123.2879,
  "gap_ha": 0.3200,
  "lumo_ev": 0.05,
  "largest_force_ev_per_a": 5.8
}

{
  "formula": "C10H15F6GaN2O5S4",
  "method": "ωB97M-V/def2-TZVPD",
  "species": ["Ga", "C", "C", "S", "C", "C", "S", "H", "H", "H", "H", "H", "H", "F", "C", "F", "F", "S", "O", "O", "N", "S", "O", "O", "C", "F", "F", "F", "C", "N", "C", "C", "C", "O", "H", "H", "H", "H", "H", "H", "H", "H", "H"],
  "xyz": [[0.04036, -0.01068, 0.29833], [-2.40923, -2.43497, 2.93497], [-1.57660, -1.87412, 1.80373], [-1.51396, -0.08987, 1.85762], [-0.93356, -2.65283, 0.92044], [-0.96051, -4.15808, 0.97171], [0.10980, -2.08912, -0.41475], [-3.08104, -1.67318, 3.32692], [-1.77271, -2.76538, 3.75863], [-3.01823, -3.27806, 2.61228], [-1.62803, -4.53537, 1.74120], [0.04215, -4.53907, 1.17631], [-1.27222, -4.57050, 0.00951], [4.24686, 3.61219, 1.10897], [3.47575, 2.85659, 0.34143], [2.80284, 3.63333, -0.50727], [4.22716, 2.00976, -0.34926], [2.27058, 1.94826, 1.39460], [1.53555, 1.18991, 0.33805], [1.49482, 2.93330, 2.06782], [3.20001, 1.08296, 2.26628], [2.99348, -0.47159, 2.54981], [1.66016, -0.91204, 2.22907], [3.58013, -0.81910, 3.79693], [4.07243, -1.24628, 1.27257], [3.65317, -0.91493, 0.04945], [4.02317, -2.56734, 1.40182], [5.32960, -0.83901, 1.41665], [-0.86095, 3.01162, -2.95890], [-1.82608, 1.91764, -2.84326], [-2.93639, 1.87188, -3.78642], [-1.63863, 1.01163, -1.89237], [-2.63277, -0.08943, -1.69297], [-0.59870, 1.12065, -1.18922], [-1.28396, 3.77652, -3.60377], [0.07898, 2.65581, -3.38091], [-0.65446, 3.43460, -1.97893], [-2.61555, 2.33835, -4.71444], [-3.80694, 2.40928, -3.40652], [-3.21476, 0.84621, -4.00966], [-3.64399, 0.23334, -1.92747], [-2.59168, -0.42709, -0.65967], [-2.36602, -0.93579, -2.32933]],
  "homo_ha": -0.28240,
  "e_tot_ha": -4992.5735,
  "e_above_lowest_kcal_mol": 0.4,
  "gap_ha": 0.2841,
  "lumo_ev": 0.05,
  "largest_force_ev_per_a": 0.1
}

{
  "formula": "C20H38IN4O9P3Si2",
  "method": "ωB97M-V/def2-TZVPD",
  "species": ["C", "C", "O", "N", "C", "Si", "O", "C", "O", "C", "C", "C", "C", "C", "C", "O", "Si", "C", "C", "C", "I", "O", "C", "N", "P", "N", "P", "N", "H", "H", "H", "H", "H", "H", "H", "H", "H", "H", "H", "H", "H", "H", "H", "H", "H", "H", "H", "H", "H", "H", "H", "O", "P", "O", "C", "C", "O", "C", "C", "O", "C", "C", "H", "H", "H", "H", "H", "H", "H", "H", "H", "H", "H", "H", "H", "H", "H"],
  "xyz": [[5.08675, 0.66880, -3.79893], [3.78264, -0.09157, -3.98522], [3.69119, -1.20955, -3.55582], [2.67160, 0.46902, -4.69866], [3.09705, 1.30457, -5.86363], [1.54375, 1.29435, -3.66445], [0.25745, 1.70265, -4.63172], [0.15635, 2.97915, -5.17642], [0.48766, 3.14743, -6.30800], [-0.43679, 4.09894, -4.39316], [-0.86540, 5.21243, -5.10747], [-1.42387, 6.31253, -4.48088], [-1.59681, 6.30862, -3.10188], [-1.16951, 5.20109, -2.38429], [-0.59762, 4.11281, -3.01291], [1.17130, 0.17724, -2.49772], [-0.03365, 0.41523, -1.39234], [-1.70598, 0.82005, -2.08688], [-2.85029, 0.00958, -1.37811], [-3.38673, -1.12411, -2.26892], [-3.53582, -3.01193, -1.27668], [-0.23804, -1.10566, -0.63345], [0.89845, -1.51654, -0.14579], [1.77818, -1.79886, 0.53992], [0.57283, 1.76813, 0.32725], [0.18692, 1.15614, 1.73515], [2.62607, 3.04958, -2.74883], [2.96987, 4.14581, -3.84178], [4.95923, 1.71811, -4.07367], [5.90565, 0.20388, -4.33816], [5.28807, 0.66452, -2.72768], [3.44732, 2.30839, -5.61765], [3.93753, 0.79155, -6.33686], [2.29481, 1.29482, -6.59420], [-0.72116, 5.22084, -6.17884], [-1.71385, 7.14601, -5.10555], [-2.06106, 7.16175, -2.62780], [-1.30896, 5.22676, -1.30999], [-0.25104, 3.27124, -2.42697], [-1.98187, 1.87133, -2.01339], [-1.77032, 0.56455, -3.14632], [-2.57004, -0.33516, -0.38544], [-3.68385, 0.69703, -1.23273], [-4.38646, -0.86732, -2.60771], [-2.79322, -1.27900, -3.16576], [1.98390, 1.89679, 0.24378], [-0.03373, 3.04111, 0.20054], [-0.28549, 0.26402, 1.63492], [1.88251, 3.66033, -1.70843], [3.79954, 2.51259, -2.16948], [2.56345, 5.03332, -3.56918], [-2.62465, -3.85110, 5.65859], [-1.25375, -3.29470, 5.71443], [-0.26694, -4.51173, 6.16453], [-0.49775, -5.85376, 5.74366], [0.32852, -6.20651, 4.52144], [-1.27334, -2.38472, 7.05887], [-2.49990, -2.00274, 7.67739], [-2.82666, -2.92686, 8.83249], [-0.11582, -2.32999, 5.10522], [0.49331, -2.63799, 3.84247], [-0.51722, -2.81269, 2.73005], [-1.55529, -6.03740, 5.54860], [-0.20507, -6.49575, 6.57629], [0.01895, -5.61439, 3.65694], [0.20631, -7.26061, 4.26867], [1.38689, -6.01157, 4.69836], [-3.31359, -1.97694, 6.95345], [-2.36448, -0.98452, 8.04733], [-2.82579, -3.96975, 8.51593], [-3.80375, -2.68837, 9.25604], [-2.07500, -2.82968, 9.61759], [1.12995, -3.51931, 3.94671], [1.15252, -1.80368, 3.60525], [-1.22137, -3.62380, 2.94885], [-0.00952, -3.03436, 1.79492], [-1.10501, -1.90049, 2.60415]],
  "homo_ha": -0.33703,
  "e_tot_ha": -3581.9737,
  "gap_ha": 0.3175,
  "lumo_ev": -0.53,
  "largest_force_ev_per_a": 5.9
}